[1]
# C34H101N15O6P5S

A 6-piece molecular cluster, C34H101N15O6P5S overall (ωB97M-V/def2-TZVPD, the Open Molecules 2025 dataset).

Geometry (Å):
C1 -0.041402 -4.902065 4.940873
C2 -0.202436 -6.292439 4.221300
C3 1.081220 -7.220399 4.355407
O1 2.220791 -6.360696 4.131072
C4 3.351140 -7.092422 3.730195
S1 4.727594 -5.826795 3.603060
H1 0.877900 -4.336196 4.660929
H2 -0.909030 -4.270161 4.599084
H3 -0.085529 -5.035573 6.056475
H4 -1.070816 -6.861735 4.650098
H5 -0.350205 -6.139514 3.121233
H6 0.983130 -8.029693 3.587390
H7 1.127609 -7.652938 5.394056
H8 3.248197 -7.559695 2.718894
H9 3.699599 -7.848781 4.487321
H10 4.087816 -4.773726 2.946691
H11 4.814791 -5.343929 4.905401
O2 0.459803 -4.327100 -1.176478
P1 0.774630 -3.146761 -0.244302
N1 0.375326 -1.917820 -1.337074
C5 1.174784 -1.296311 -2.373499
C6 -1.044135 -1.666049 -1.523689
N2 2.440354 -3.571874 -0.034317
C7 3.578221 -2.936883 -0.671866
C8 2.694185 -5.014112 0.004093
N3 1.005683 -1.878018 0.960942
C9 1.448455 -0.507331 0.804890
C10 0.996643 -2.331092 2.348018
H12 0.957030 -0.222004 -2.409865
H13 0.978146 -1.721037 -3.366376
H14 2.243143 -1.360945 -2.191117
H15 -1.412186 -0.958573 -0.769340
H16 -1.637665 -2.580034 -1.438962
H17 -1.277264 -1.238948 -2.502982
H18 3.556450 -3.039784 -1.761191
H19 4.516417 -3.382719 -0.323453
H20 3.669194 -1.885767 -0.400609
H21 2.766926 -5.440044 -1.004883
H22 1.898569 -5.538131 0.536426
H23 3.630513 -5.234557 0.534440
H24 2.195346 -0.373622 0.024456
H25 1.909422 -0.136358 1.724771
H26 0.606612 0.154725 0.578470
H27 2.011095 -2.596476 2.681872
H28 0.364195 -3.214637 2.459980
H29 0.594599 -1.570198 3.021570
O3 -5.645693 -0.367636 -3.563718
P2 -6.346171 -1.553422 -4.247378
N4 -6.784432 -2.365950 -2.821545
C11 -6.027356 -3.292950 -2.015022
C12 -7.926323 -1.818115 -2.106768
N5 -4.946854 -2.076476 -5.113281
C13 -4.104084 -3.205530 -4.778862
C14 -4.076273 -0.988370 -5.576873
N6 -7.272520 -2.769661 -5.128097
C15 -7.517103 -4.161086 -4.822235
C16 -7.641529 -2.401728 -6.494047
H30 -6.688009 -4.090168 -1.651761
H31 -5.561079 -2.810796 -1.144898
H32 -5.246069 -3.805012 -2.568264
H33 -8.865022 -2.235992 -2.495239
H34 -7.984158 -0.730841 -2.200966
H35 -7.897611 -2.033918 -1.034577
H36 -3.618087 -3.085774 -3.804056
H37 -3.310702 -3.335245 -5.521262
H38 -4.645959 -4.150880 -4.810019
H39 -3.396277 -0.650680 -4.782568
H40 -4.661358 -0.130945 -5.908181
H41 -3.472554 -1.308325 -6.430052
H42 -6.677110 -4.658539 -4.340031
H43 -7.719193 -4.732857 -5.731630
H44 -8.391450 -4.273176 -4.171982
H45 -6.870754 -2.718036 -7.207489
H46 -7.757258 -1.319702 -6.582475
H47 -8.596074 -2.844686 -6.789471
O4 0.108214 2.470255 -1.924996
P3 -0.346024 3.940967 -1.911830
N7 1.024708 4.546046 -1.113805
C17 1.316736 4.619878 0.297311
C18 2.217593 4.697370 -1.933798
N8 -1.774349 3.635506 -0.993824
C19 -1.950329 3.896179 0.419417
C20 -2.438335 2.364625 -1.314256
N9 -0.875614 5.614746 -2.084941
C21 -0.652338 6.759237 -1.230589
C22 -1.901536 5.840453 -3.101972
H48 1.832907 5.562441 0.517742
H49 1.953399 3.792141 0.639710
H50 0.427417 4.633436 0.920077
H51 2.219371 5.673887 -2.435585
H52 2.283157 3.928554 -2.706828
H53 3.143943 4.631990 -1.355751
H54 -1.265958 3.306587 1.040190
H55 -2.968564 3.647624 0.733792
H56 -1.850966 4.954697 0.660192
H57 -1.968586 1.523401 -0.785226
H58 -2.400077 2.156022 -2.382946
H59 -3.494750 2.395542 -1.037163
H60 -0.634982 6.517473 -0.169099
H61 -1.445467 7.501223 -1.353831
H62 0.292448 7.255682 -1.476965
H63 -2.906536 5.745522 -2.673224
H64 -1.810138 5.110284 -3.908510
H65 -1.807480 6.828204 -3.560540
O5 5.035110 5.112765 -4.616653
P4 5.234001 5.307314 -6.129525
N10 6.209636 6.692647 -6.019344
C23 5.834600 8.082081 -5.901827
C24 7.595503 6.462121 -5.643609
N11 3.553261 5.491351 -6.479510
C25 2.864108 6.735472 -6.754307
C26 2.668426 4.660099 -5.654970
N12 5.537685 5.332166 -7.867524
C27 5.773791 6.445043 -8.759782
C28 5.263228 4.077100 -8.564864
H66 6.516143 8.699390 -6.500081
H67 5.868163 8.440982 -4.864564
H68 4.844918 8.294444 -6.293975
H69 8.207257 6.243876 -6.529551
H70 7.697599 5.619446 -4.955177
H71 8.047693 7.324471 -5.145041
H72 2.894281 7.425054 -5.903539
H73 1.810279 6.550455 -6.984177
H74 3.245589 7.230847 -7.647131
H75 2.468822 5.130957 -4.684535
H76 3.108073 3.679615 -5.472052
H77 1.711241 4.487170 -6.154311
H78 5.212642 7.341387 -8.501058
H79 5.481403 6.196119 -9.783183
H80 6.836159 6.710261 -8.785305
H81 4.225513 4.043624 -8.918765
H82 5.418682 3.225781 -7.899086
H83 5.930022 3.933553 -9.418979
O6 0.010390 -3.248768 8.083831
P5 -0.282945 -2.889151 9.551476
N13 -1.952814 -2.651032 9.360695
C29 -2.678428 -1.475564 8.938467
C30 -2.757604 -3.858884 9.266305
N14 0.754948 -1.509704 9.579114
C31 0.340959 -0.122598 9.510964
C32 1.978140 -1.651954 8.780541
N15 -0.531831 -2.661292 11.282288
C33 -1.501828 -1.854866 11.990016
C34 0.549166 -3.151570 12.136201
H84 -3.602352 -1.383854 9.522272
H85 -2.947005 -1.506206 7.874192
H86 -2.139328 -0.550670 9.117552
H87 -3.040588 -4.216443 10.265373
H88 -2.222023 -4.669027 8.764449
H89 -3.684052 -3.707073 8.704809
H90 -0.163959 0.115319 8.568578
H91 1.205647 0.542877 9.592306
H92 -0.290462 0.161869 10.352331
H93 1.794710 -1.428765 7.720164
H94 2.376786 -2.664163 8.849655
H95 2.759947 -0.978570 9.140941
H96 -1.746303 -0.920981 11.486908
H97 -1.130288 -1.572177 12.978202
H98 -2.434864 -2.406918 12.144216
H99 1.295278 -2.367500 12.313120
H100 1.055486 -3.997710 11.667411
H101 0.175722 -3.504478 13.100636

Cartesian forces (eV/Å) of the 6 atoms listed first:
-0.8 -0.3 -0.1
1.0 -0.1 0.0
-2.0 0.4 0.5
1.0 -1.1 -0.6
-0.8 0.5 0.5
0.0 0.1 -0.1

Computed properties:
LUMO: -3.4914 eV
molecular weight: 1003.2 g/mol
charge: +1
orbital gap: 5.48 eV

Results of the Löwdin charge analysis, in e, for atoms 1 through 8: C -0.11; C -0.20; C -0.19; O -0.25; C -0.41; S 1.09; H 0.06; H 0.09

[2]
# C34H77ClF9N2O13S

A 14-piece molecular cluster, C34H77ClF9N2O13S overall (ωB97M-V/def2-TZVPD, the Open Molecules 2025 dataset).

Geometry (Å):
C1 4.788745 3.568961 0.704437
C2 4.542509 2.211232 -0.072931
C3 3.368781 1.325233 0.553941
C4 2.953164 0.312850 -0.603426
C5 1.788243 -0.653178 -0.154486
C6 1.717229 -0.999918 1.272735
C7 0.605295 -1.858341 1.691698
C8 0.380008 -2.266515 3.201474
C9 -0.845204 -1.499994 3.825093
C10 -0.539836 0.034149 4.148926
F1 -0.698896 0.338368 5.485870
F2 0.847548 0.177777 3.917961
C11 -1.225305 1.050500 3.160315
F3 -0.437196 2.197934 3.151319
F4 -1.204381 0.613330 1.853645
S1 -2.966273 1.597246 3.580849
F5 -3.326100 0.257737 4.426438
F6 -3.498866 0.843905 2.209069
F7 -2.734731 2.975779 2.664769
F8 -2.516585 2.452743 4.889769
F9 -4.493649 2.105480 3.832461
C12 -0.412434 -2.380516 0.717643
C13 -1.616897 -3.298116 1.125351
C14 -1.317425 -4.741655 0.533044
C15 -2.537221 -5.732617 0.654667
Cl1 0.148632 -5.475116 1.391089
C16 -0.202432 -1.956149 -0.672716
C17 -1.148196 -2.344681 -1.838640
C18 -0.588086 -2.443640 -3.182252
C19 -1.343711 -2.773332 -4.402375
C20 -2.778468 -3.047956 -4.109329
C21 -3.181119 -2.946522 -2.704538
N1 -2.466884 -2.604210 -1.608266
N2 0.860957 -1.134314 -1.047903
H1 4.143173 3.694810 1.611784
H2 4.611721 4.432617 -0.000308
H3 5.878001 3.624237 0.974148
H4 5.460790 1.563605 -0.057079
H5 4.242830 2.381433 -1.144439
H6 2.520422 1.988721 0.865110
H7 3.782410 0.804397 1.455179
H8 3.829520 -0.255365 -1.012446
H9 2.483533 0.971858 -1.396499
H10 2.440276 -0.655315 2.039243
H11 1.317903 -2.235543 3.806251
H12 0.080763 -3.356623 3.153568
H13 -1.138092 -2.002522 4.782357
H14 -1.738972 -1.553501 3.137118
H15 -2.601664 -2.901149 0.744320
H16 -1.736114 -3.415136 2.230428
H17 -1.019624 -4.698357 -0.550843
H18 -3.136781 -5.442792 1.556788
H19 -2.175065 -6.784300 0.787427
H20 -3.125825 -5.718752 -0.302238
H21 0.511703 -2.251948 -3.297716
H22 -0.902146 -2.828173 -5.420041
H23 -3.489667 -3.344922 -4.918213
H24 -4.261969 -3.192260 -2.507449
H25 0.993645 -0.843842 -2.033819
C22 -5.180232 -0.405103 -6.006399
O1 -4.055317 -1.159614 -6.461577
H26 -4.890741 0.150845 -5.115304
H27 -5.492548 0.295502 -6.783802
H28 -6.001635 -1.077510 -5.761614
H29 -4.334996 -1.640684 -7.248324
C23 -1.690958 3.497391 8.223791
O2 -3.000448 3.315053 7.700580
H30 -1.766153 3.680797 9.294136
H31 -1.093329 2.597574 8.053601
H32 -1.214443 4.356378 7.743900
H33 -2.910431 3.154689 6.755425
C24 -4.430343 5.922864 3.371670
O3 -5.793581 5.613018 3.111684
H34 -4.201938 6.895945 2.938729
H35 -4.261094 5.959301 4.451256
H36 -3.787681 5.165534 2.917668
H37 -5.969879 4.750605 3.504451
C25 7.261857 -1.052640 0.834377
O4 5.903653 -1.375266 0.560073
H38 7.485961 -0.078553 0.401662
H39 7.421539 -1.013440 1.915356
H40 7.915838 -1.804607 0.387961
H41 5.731464 -2.242479 0.952824
C26 3.211473 -0.158538 -4.188451
O5 1.899479 -0.486770 -3.726476
H42 3.891940 -0.959375 -3.904430
H43 3.204853 -0.058764 -5.275264
H44 3.543899 0.775862 -3.731170
H45 1.312284 0.236448 -3.990556
C27 7.022224 3.172511 -3.341870
O6 5.712715 2.856834 -2.879032
H46 7.696100 2.366576 -3.055488
H47 7.018719 3.270273 -4.430171
H48 7.361945 4.105688 -2.886717
H49 5.135038 3.582316 -3.143038
C28 -0.318267 5.777990 3.480506
O7 0.807175 5.254392 2.787574
H50 -0.173359 6.847145 3.625241
H51 -1.224258 5.611917 2.891359
H52 -0.411426 5.290183 4.454816
H53 0.654705 4.310205 2.672316
C29 -9.403597 -0.468494 -5.480358
O8 -8.287843 -1.226568 -5.937584
H54 -9.107887 0.084473 -4.590396
H55 -9.716827 0.235530 -6.254703
H56 -10.230261 -1.137604 -5.230914
H57 -8.572476 -1.706251 -6.723669
C30 10.466252 -0.934566 -1.311161
O9 9.163643 -1.131933 -1.850708
H58 10.375101 -0.736197 -0.244192
H59 11.070618 -1.832451 -1.460420
H60 10.944411 -0.080667 -1.796915
H61 9.268447 -1.305355 -2.792867
C31 -7.678789 8.002116 2.157995
O10 -7.012937 9.078928 1.505384
H62 -8.736547 8.038867 1.900370
H63 -7.258325 7.052601 1.825537
H64 -7.566691 8.100374 3.240458
H65 -6.082162 9.027093 1.747046
C32 6.317494 -4.308040 -1.075930
O11 5.681304 -4.253981 0.197652
H66 7.152116 -3.608786 -1.079401
H67 6.691320 -5.317691 -1.260525
H68 5.607715 -4.026194 -1.857595
H69 4.948029 -4.878956 0.176847
C33 -2.978578 -9.028023 3.376606
O12 -3.610027 -8.301308 2.327846
H70 -1.902751 -9.018161 3.208614
H71 -3.197591 -8.558379 4.338716
H72 -3.333516 -10.061149 3.378933
H73 -4.558560 -8.323431 2.496850
C34 -0.297122 0.665727 -6.438684
O13 -0.962681 0.700844 -5.181510
H74 0.548629 1.351926 -6.405552
H75 0.066884 -0.345998 -6.639279
H76 -0.981986 0.976677 -7.230294
H77 -1.706598 0.086897 -5.235799

Cartesian forces (eV/Å) of the 6 atoms listed first:
0.5 -0.1 -0.9
-0.9 -0.4 0.5
1.2 0.0 -0.8
-1.8 0.5 0.4
1.1 -0.1 2.2
-2.7 -1.7 -1.8

Computed properties:
LUMO: -3.2894 eV
molecular weight: 960.5 g/mol
charge: +1
orbital gap: 7.65 eV

Results of the Löwdin charge analysis, in e, for atoms 1 through 8: C -0.10; C -0.24; C -0.20; C -0.11; C -0.11; C 0.08; C -0.08; C -0.12

[3]
# C54H46AsCrF8N3OP2

C54H46AsCrF8N3OP2 as an isolated structure (ωB97M-V/def2-TZVPD, the Open Molecules 2025 dataset).

Geometry (Å):
Cr1 -0.800171 0.726189 -0.438184
F1 -0.268631 4.758593 3.180657
C1 -1.047524 3.810983 2.633201
C2 -0.550883 3.003751 1.628093
C3 -1.341701 2.017077 1.047979
C4 -2.688580 1.919461 1.464089
C5 -3.153553 2.743297 2.490369
F2 -4.421688 2.653016 2.939872
C6 -2.343585 3.678936 3.100430
C7 -3.449965 0.873782 0.790863
C8 -4.818942 0.648101 0.950484
C9 -5.432884 -0.394748 0.286005
C10 -4.659441 -1.212849 -0.525574
C11 -3.319323 -0.920384 -0.658366
N1 -2.711637 0.096578 -0.041174
H1 0.469448 3.140336 1.292097
H2 -2.720330 4.297193 3.899764
H3 -5.402759 1.289771 1.588021
H4 -6.493026 -0.565450 0.397684
H5 -5.089133 -2.050292 -1.051985
H6 -2.689222 -1.518715 -1.299102
C12 1.967521 -1.969439 2.723659
N2 1.610681 -0.866188 1.828948
P1 2.479724 0.645305 1.760454
C13 1.909680 1.528737 3.268289
C14 2.585340 2.707321 3.573339
C15 2.301334 3.391907 4.738477
C16 1.314559 2.920531 5.594515
C17 0.613532 1.770629 5.276304
C18 0.921847 1.066793 4.122513
C19 4.107680 0.216088 2.524238
C20 4.239636 -0.139118 3.868430
C21 5.488779 -0.313495 4.431861
C22 6.630945 -0.096594 3.675797
C23 6.515402 0.287006 2.351637
C24 5.261939 0.430031 1.777694
P2 0.131006 -1.028284 0.998137
C25 0.438389 -2.569342 0.062331
C26 1.727409 -2.929582 -0.310679
C27 1.950183 -4.107297 -1.005559
C28 0.885131 -4.925186 -1.343858
C29 -0.408147 -4.554461 -1.005722
C30 -0.630939 -3.381169 -0.309383
C31 -0.993048 -1.657481 2.312545
C32 -1.749950 -0.723618 3.014947
C33 -2.614243 -1.113680 4.022548
C34 -2.731237 -2.454949 4.348989
C35 -1.970853 -3.392868 3.669669
C36 -1.104032 -3.001485 2.663165
H7 3.042377 -1.973263 2.883450
H8 1.690529 -2.915764 2.259505
H9 1.466311 -1.899085 3.691986
H10 3.350366 3.068322 2.895627
H11 2.851155 4.286466 4.989744
H12 1.097310 3.456223 6.505742
H13 -0.163461 1.399883 5.931781
H14 0.395279 0.152014 3.897546
H15 3.361247 -0.260966 4.486487
H16 5.570597 -0.601513 5.470547
H17 7.605987 -0.216763 4.121587
H18 7.404328 0.487359 1.770596
H19 5.177793 0.727003 0.739416
H20 2.561278 -2.295119 -0.036247
H21 2.958527 -4.395421 -1.267245
H22 1.058170 -5.847012 -1.879439
H23 -1.241327 -5.190888 -1.267664
H24 -1.637487 -3.092776 -0.035445
H25 -1.645783 0.322914 2.778693
H26 -3.195036 -0.368595 4.547860
H27 -3.406111 -2.769130 5.131658
H28 -2.052528 -4.440213 3.922743
H29 -0.516542 -3.752057 2.156106
F3 -2.407379 4.432155 -6.175048
C37 -2.331516 4.966961 -4.954296
F4 -1.320387 5.854704 -4.966371
F5 -3.458394 5.658865 -4.744208
C38 -2.112700 3.931278 -3.881540
C39 -1.816412 4.349005 -2.588881
C40 -1.576615 3.393171 -1.620791
N3 -1.614884 2.075315 -1.857480
C41 -1.953466 1.688890 -3.094313
C42 -2.200462 2.568267 -4.133206
H30 -1.768563 5.400255 -2.345228
H31 -1.349348 3.691254 -0.607004
H32 -1.995172 0.621024 -3.262019
H33 -2.442510 2.196639 -5.117304
F6 -2.667510 -6.579986 -5.889592
C43 -1.908260 -5.635966 -6.481870
F7 -2.635606 -5.170839 -7.514385
F8 -0.846919 -6.264379 -7.002382
C44 -1.540099 -4.539662 -5.525981
C45 -2.558212 -3.732954 -5.030589
C46 -2.252096 -2.708485 -4.160755
C47 -0.932203 -2.487139 -3.749438
C48 0.074262 -3.318920 -4.242802
C49 -0.225304 -4.334513 -5.130492
C50 -0.665135 -1.462069 -2.803173
C51 -0.523722 -0.614167 -1.935890
H34 -3.579913 -3.910817 -5.332719
H35 -3.040759 -2.070648 -3.788459
H36 1.089478 -3.169204 -3.907616
H37 0.560594 -4.964366 -5.520062
C52 1.590165 2.490197 -3.520023
As1 2.215991 2.098592 -1.716850
C53 3.034223 3.724678 -1.030777
C54 3.486959 0.626688 -1.828778
O1 0.941621 1.748953 -0.743215
H38 2.430836 2.567511 -4.207445
H39 1.038996 3.431940 -3.516954
H40 0.932480 1.678627 -3.835292
H41 3.813581 4.077582 -1.705682
H42 3.450914 3.537709 -0.040682
H43 2.247247 4.478673 -0.956474
H44 4.475052 0.959331 -1.513937
H45 3.538070 0.260438 -2.853714
H46 3.125337 -0.160969 -1.169769

Cartesian forces (eV/Å) of the 6 atoms listed first:
1.7 0.9 -0.3
-0.1 -0.2 -0.1
-0.2 -0.1 0.0
0.4 0.0 -0.2
-0.4 0.3 0.2
0.1 0.0 -0.1

Computed properties:
LUMO (spin up / spin down): -3.3002 / -2.8892 eV
molecular weight: 1093.8 g/mol
2S+1: 2
expectation value of S²: 0.76
charge: +1
orbital gap (spin up / spin down): 7.14 / 7.46 eV

Results of the Löwdin charge analysis, in e, for atoms 1 through 8: Cr 0.52; F 0.08; C -0.26; C -0.06; C -0.20; C -0.15; C -0.20; F 0.07

Calculated max |F|, 0.1321 0.0853 0.0410 Eh/bohr (same order as the records).